[1]
12
Properties=species:S:1:pos:R:3:forces:R:3 method="wB97M-V/def2-TZVPD" smiles="CNC(C)=O" e_above_lowest_kcal_mol=12.2 orbital_gap_ev=10.5 total_energy_ev=-6762.2206 total_charge=0 e_homo_ev=-9.6
C -0.0611 -0.2365 -1.5127 -0.3 -0.7 0.3
N 0.9240 0.0211 -0.4850 1.8 0.9 -0.6
C 0.7095 0.2427 0.8397 -1.0 -0.3 0.4
C -0.7316 0.0469 1.3249 -1.2 0.2 -0.1
O 1.5792 0.5667 1.6259 0.2 0.0 -0.4
H -0.9978 -0.5181 -1.0044 0.4 0.1 -0.6
H 0.2641 -1.0811 -2.1321 -0.1 0.1 0.2
H -0.2186 0.6040 -2.1890 -0.1 0.2 0.2
H 1.8587 0.3496 -0.8101 -1.1 -0.6 0.5
H -1.4749 0.6077 0.6433 1.1 -0.6 1.3
H -1.0817 -1.0241 1.3199 0.6 0.9 0.0
H -0.7697 0.4211 2.3795 -0.1 -0.3 -1.1

---

[2]
12
Properties=species:S:1:pos:R:3:forces:R:3 method="wB97M-V/def2-TZVPD" e_above_lowest_kcal_mol=101.3 orbital_gap_ev=9.8 total_energy_ev=-6758.3560 total_charge=0 e_homo_ev=-9.0
C 0.8666 0.4162 0.5819 0.4 -0.7 3.0
C 0.6870 -0.7697 -0.3561 -2.7 3.4 -1.0
C -0.3887 -0.6586 -1.2159 3.6 -1.5 -1.9
O -1.4217 0.2796 -1.2485 0.5 -2.3 3.2
N -0.3419 0.9449 1.2359 0.1 0.8 -1.0
H 1.5103 0.1039 1.5018 -0.5 0.6 -1.9
H 1.2625 1.3199 0.0993 0.5 -0.6 -0.1
H 1.5106 -1.4037 -0.4958 0.5 -1.2 -0.3
H -1.3857 -0.4924 -0.3660 -2.3 2.7 -1.0
H -0.5062 -1.3227 -2.0628 0.2 -0.5 0.1
H -0.9664 1.2805 0.5057 0.0 0.0 0.5
H -0.8264 0.3021 1.8204 -0.2 -0.7 0.4

---

[3]
12
Properties=species:S:1:pos:R:3:forces:R:3 method="wB97M-V/def2-TZVPD" smiles="NC=O.C=C" e_above_lowest_kcal_mol=54.0 orbital_gap_ev=10.7 total_energy_ev=-6760.4099 total_charge=0 e_homo_ev=-9.8
N -0.5163 2.1720 -0.9105 1.7 -2.4 2.1
C 0.5488 1.2850 -0.6557 0.6 -1.3 -0.7
O 1.3892 0.8483 -1.4646 -2.0 1.9 1.3
H -0.4461 2.7272 -1.7082 -0.3 0.9 -1.3
H -1.2484 2.2682 -0.2058 0.7 0.3 -0.6
H 0.5809 0.8125 0.3785 -0.5 1.1 -0.9
C -0.0477 -1.4453 0.1124 -0.4 0.1 -0.5
C -0.0601 -1.9767 1.3510 1.0 0.5 -0.4
H 0.9257 -1.4909 -0.6123 -2.9 0.1 1.8
H -1.0738 -0.8953 -0.2006 2.8 -1.3 0.3
H 0.7891 -2.4735 1.8352 0.0 0.1 -0.7
H -0.8412 -1.8317 2.0806 -0.6 0.0 -0.4

---

[4]
12
Properties=species:S:1:pos:R:3:forces:R:3 method="wB97M-V/def2-TZVPD" e_above_lowest_kcal_mol=109.2 orbital_gap_ev=10.1 total_energy_ev=-6758.0169 total_charge=0 e_homo_ev=-9.4
C -1.4650 0.4970 0.7149 -1.3 0.8 2.7
C -0.5785 -0.5796 -1.1466 -0.5 -0.8 -7.9
C 0.9001 0.0494 0.6125 1.8 -0.2 -7.4
H -1.2700 1.6981 1.4853 -0.6 -4.4 -2.0
H -2.4414 0.7340 0.1922 1.6 -0.1 -0.1
H -1.7524 -0.6065 1.2072 0.6 3.1 -0.1
H -1.1175 -1.5065 -0.8649 0.1 0.4 0.0
H -1.3086 0.0304 -2.1010 1.8 -1.8 3.1
H 0.3158 -0.9228 -1.9305 -1.8 1.1 2.8
H 0.7596 -0.3959 1.4681 -0.6 -1.3 5.9
N -0.2986 0.2581 -0.1003 0.4 2.2 1.8
O 1.9707 -0.0797 0.0201 -1.4 0.9 1.1